# 1
Below is a structure of composition C15H26CaN6O7, with properties calculated with wB97M-V/def2-TZVPD.

Results
**Energy relative to the best compared isomer or geometry (same formula, charge and spin)**: 0.0 kJ/mol
**Spin multiplicity**: 1
**Lowest unoccupied orbital energy (alpha / beta)**: -0.0301 / -0.0670 Eh
**HOMO energy (alpha / beta)**: -7.65 / -7.62 eV

```
55
Properties=species:S:1:pos:R:3:forces:R:3:mulliken_charge:R:1
O -0.35428 3.20569 -0.18396 0.7317 0.2209 -1.1242 -0.524
H 0.06258 3.94318 0.27529 -0.0452 -0.1260 -0.0859 0.223
Ca 0.15663 0.79550 -0.39473 -1.9829 -1.0807 -0.4871 1.931
N -2.35297 1.07346 -0.58748 0.0968 0.6585 -0.5089 0.233
N -1.25689 0.47633 1.55301 0.1045 -0.3603 0.9602 0.943
N 1.21630 -0.52590 -2.01114 2.0823 -1.8122 -0.3740 0.469
N 1.25441 -1.31088 0.42370 1.7782 -1.9252 -1.8646 0.452
O -2.56557 1.49041 -1.76228 -0.2953 -0.0065 0.5127 -0.579
O 1.23214 0.02788 -3.22600 -0.2041 0.1085 0.1750 -0.805
O 1.12657 -1.81647 1.67951 -0.6612 0.4900 0.5994 -0.614
O -0.79811 -0.21064 2.56082 -0.8010 1.0756 -0.4130 -0.812
C -2.29096 1.34793 1.71054 0.5260 -0.0252 -1.1157 -0.023
C -2.80434 1.82499 0.45372 1.0197 -0.6996 0.4404 0.386
C 1.99240 -1.58388 -1.78888 -1.7233 2.3503 -1.0421 0.010
C 1.97348 -2.05824 -0.42110 -1.5063 1.6194 2.0748 0.226
C -3.46482 3.12485 0.21466 -0.5311 0.3541 0.0026 -1.314
H -2.70514 3.85698 -0.11127 -0.3009 -0.3172 0.0776 0.200
H -3.95901 3.50784 1.11469 0.0886 -0.0746 -0.2886 0.446
H -4.19740 3.02201 -0.59533 0.1560 0.0973 0.1601 0.319
C -2.69837 1.91156 3.02260 -0.1972 -0.0989 0.3261 -1.446
H -1.82222 2.30122 3.56306 -0.2642 -0.2129 -0.0855 0.291
H -3.16840 1.13236 3.63097 0.1699 0.0983 0.0856 0.322
H -3.42844 2.71719 2.88854 0.2369 -0.2184 0.0897 0.360
C 2.75883 -2.26525 -2.86804 0.1282 0.0288 -0.0700 -1.616
C 2.72343 -3.30500 -0.09967 -0.2513 -0.2261 0.3610 -1.596
H 2.87445 -1.59922 -3.72667 -0.0514 -0.0665 0.1956 0.403
H 2.20668 -3.15431 -3.19995 0.1981 0.0579 -0.0068 0.296
H 3.74278 -2.57306 -2.49906 -0.1465 -0.0541 -0.1692 0.383
H 2.39791 -3.68026 0.87543 0.1894 -0.0387 -0.2205 0.416
H 3.80972 -3.10399 -0.07605 -0.4202 -0.1141 0.0043 0.298
H 2.52304 -4.05049 -0.88769 0.1728 0.1811 0.4083 0.351
H 0.97800 1.22772 -2.81989 0.2124 -0.3520 -0.5911 0.242
H 0.36245 -1.23751 2.05410 0.8269 -0.4675 -0.0282 0.256
C 1.97935 1.58395 0.93869 3.0661 1.4261 1.9539 -1.021
H 2.09661 2.67521 0.96310 -0.5678 -0.3017 -0.4664 0.316
H 2.86562 1.12341 0.49458 -0.5806 -0.2744 -0.4684 0.329
H 1.81119 1.21483 1.94613 -0.7089 -0.4250 -0.1583 0.414
O 0.86634 2.19561 -2.23717 0.0655 0.5337 0.0214 -0.807
H 0.08458 3.13545 -1.11101 -0.6736 0.1802 1.2197 0.368
H 1.38118 2.87083 -2.69416 -0.0542 -0.3030 0.0387 0.177
N -3.51514 -5.80390 1.19433 0.1380 0.2682 -0.0779 -0.330
C -2.79232 -4.64996 1.37890 0.1808 -0.1058 0.9048 0.261
O -2.35964 -4.33257 2.48425 -0.4732 -0.3772 -0.9268 -0.634
C -2.53679 -3.79182 0.18383 0.1020 0.6493 -0.5870 0.270
C -2.99347 -4.07198 -1.11204 0.2116 0.2180 0.0806 -0.248
C -2.66710 -3.20937 -2.15503 0.4447 0.5516 0.1371 -1.180
C -1.87365 -2.08089 -1.87856 -0.6181 -0.9649 -0.0241 -0.330
N -1.46583 -1.81224 -0.64671 0.5006 0.7670 0.0607 0.418
C -1.79122 -2.60414 0.36227 -0.4947 -0.9372 -0.1590 -0.247
H -3.65923 -6.38847 2.00410 0.0390 0.1213 -0.1579 0.239
H -3.84730 -6.12373 0.29532 0.1641 0.1759 0.3747 0.147
H -3.59953 -4.95078 -1.32395 0.1184 0.1532 0.0160 0.217
H -2.98240 -3.37106 -3.17930 -0.1003 -0.1684 0.1509 0.401
H -1.57543 -1.39150 -2.67031 -0.0597 -0.1354 0.1990 0.438
H -1.46150 -2.32012 1.35701 -0.0361 -0.1156 -0.1295 0.675
```
Positions in Å, forces in eV/Å.

# 2
Below is a cluster of 2 separate species, C15H26ClN3O6PS in total, with properties calculated with wB97M-V/def2-TZVPD.

Results
**Charge**: -1
**Spin multiplicity**: 1
**Lowest unoccupied orbital energy**: -0.0445 Eh
**HOMO energy**: -2.94 eV

```
53
Properties=species:S:1:pos:R:3:forces:R:3:mulliken_charge:R:1
C 4.20536 -2.43224 0.52929 -0.7213 1.2359 0.2821 -0.803
C 4.37431 -1.39077 -0.76806 -0.9459 -1.2134 0.7595 -0.399
C 3.15826 -0.30094 -0.62558 0.3989 0.6492 0.1790 -0.224
C 3.22666 0.96104 -1.66943 -0.5527 -1.4155 -0.9342 -0.869
C 1.83123 1.82198 -1.69615 0.4335 1.6011 -0.1826 -0.319
C 1.36523 2.37265 -0.18623 1.7580 -0.2469 -0.5291 -0.741
N 0.23022 1.50559 0.40752 -0.9723 2.7410 -2.1296 0.883
N 0.69672 0.60695 1.29101 -5.9104 -3.0839 1.6920 -0.943
C -0.40097 -0.21896 1.78221 0.2515 0.2893 -0.3456 -0.255
C -1.95832 -0.20900 1.44122 3.0955 1.6556 -1.1035 -0.056
P -3.13444 -1.49346 2.24713 -0.3962 -0.1126 -1.2337 0.332
O -3.06343 -2.90420 1.18382 1.6718 2.5723 0.3881 -0.517
Cl -2.35094 -2.07206 4.16822 0.2276 0.2891 -1.5794 -0.261
C -2.42550 0.94964 0.40329 4.5153 -0.1932 1.1827 0.037
C -3.98095 1.17576 -0.04824 0.3576 -0.8160 0.4963 -0.615
C -4.36255 -0.05215 -1.08735 -0.2093 0.1031 0.4682 -0.429
C -5.81226 0.17381 -1.84461 -3.0277 3.6083 0.0083 0.411
N -6.25384 -0.93663 -2.81221 1.4138 0.2490 3.0209 -0.584
O -6.57337 1.26659 -1.67709 4.7424 -6.8197 -0.8242 -0.529
C -1.11958 1.77592 -0.05745 -3.1616 -1.3627 0.1379 0.458
C -1.40277 3.00526 -1.13452 -0.6689 0.3734 0.7713 -0.706
C -1.56305 4.43771 -0.28602 -0.9478 -0.3233 0.0885 -0.906
H 5.22995 -2.81822 0.94246 -2.1797 0.4837 -0.8256 0.274
H 3.68898 -1.76499 1.37357 1.3077 -1.6998 -1.5394 0.192
H 3.42859 -3.29060 0.29758 1.8909 1.6258 0.4549 0.228
H 5.45077 -0.92571 -0.71461 -2.2195 -0.6826 -0.3807 0.286
H 4.20284 -2.06608 -1.73383 0.6584 1.7986 1.7707 0.262
H 2.11327 -0.85453 -0.76078 2.2281 1.1468 0.3727 0.112
H 3.20576 0.16632 0.47143 -0.2178 -1.2619 -2.3217 0.227
H 4.18849 1.60787 -1.50020 -2.0138 -1.0081 -0.1105 0.285
H 3.34323 0.48642 -2.75824 -0.2113 1.1232 2.2017 0.299
H 2.05684 2.80893 -2.32761 -0.5540 -2.0342 1.2390 0.236
H 0.94074 1.29196 -2.25007 1.8255 0.7323 1.2731 0.293
H 2.36426 2.25939 0.46147 -2.6852 -0.0336 -1.0094 0.453
H 1.13063 3.51750 -0.16647 -0.0369 -2.3577 -0.1890 0.147
H -0.06244 -1.04662 2.57625 -0.6494 2.1082 -1.9807 0.221
H -2.34422 -2.70967 0.51002 -0.9444 -0.5875 1.1636 0.356
H -4.20457 2.24178 -0.50514 0.5694 -2.3765 0.9799 0.277
H -4.64413 0.99547 0.92750 1.4912 0.6621 -2.1353 0.415
H -3.45931 -0.20184 -1.81755 -1.9529 0.2817 1.0057 0.355
H -4.44447 -1.05304 -0.44746 0.0687 2.0667 -1.4229 0.277
H -7.05497 -1.48726 -2.38143 1.0091 1.3107 -0.7282 0.287
H -5.45806 -1.63955 -2.83842 -1.1987 1.1340 0.0275 0.318
H -0.62795 3.07092 -2.00545 -1.2147 -0.1523 1.9161 0.313
H -2.46503 2.86478 -1.66206 2.4476 -0.1214 1.3178 0.277
H -0.62524 4.69260 0.36474 -1.7407 -0.3553 -1.4752 0.294
H -2.47740 4.32283 0.47277 2.0366 0.0829 -1.6381 0.264
H -1.88774 5.31084 -1.02194 1.0522 -1.8130 1.5383 0.323
O 4.83351 -5.44419 4.69179 -0.1489 0.1656 0.2335 -0.647
S 4.74503 -4.76436 3.38658 0.6877 -0.3865 0.2023 1.265
O 5.96009 -3.95850 3.16871 0.2342 0.1205 -0.1279 -0.647
O 3.56236 -3.88440 3.36984 -0.6751 0.1869 -0.0278 -0.576
O 4.62416 -5.77056 2.31578 -0.2160 0.0606 -0.3973 -0.631
```
Positions in Å, forces in eV/Å.

# 3
Below is a structure of composition C15H26GeNO5PPdSe, with properties calculated with wB97M-V/def2-TZVPD.

Results
**Energy relative to the best compared isomer or geometry (same formula, charge and spin)**: 105.8 kJ/mol
**Spin multiplicity**: 1
**Lowest unoccupied orbital energy (alpha / beta)**: -0.0260 / -0.0256 Eh
**HOMO energy (alpha / beta)**: -7.94 / -7.94 eV

```
51
Properties=species:S:1:pos:R:3:forces:R:3:mulliken_charge:R:1
Pd -0.26923 0.24010 0.32566 1.0330 -0.8080 1.7309 0.726
O -1.99915 1.04243 -3.68878 0.0698 -0.2036 -0.0713 -0.711
C -1.63668 0.60874 -2.59950 -0.1572 0.7334 0.1938 0.128
O -1.67723 1.17602 -1.46287 -0.5020 -0.0485 -0.6945 -0.631
C -1.09623 -0.81023 -2.53308 0.0539 -0.2212 0.0238 0.487
C -1.23608 -1.73385 -3.55998 0.0289 -0.0206 0.0137 -0.593
C -0.86315 -3.04803 -3.32842 -0.0182 -0.0422 -0.0263 -0.126
C -0.39697 -3.42144 -2.07399 0.0317 0.0759 0.0539 -0.513
C -0.27725 -2.43539 -1.11408 0.0626 -0.0497 0.0356 0.450
N -0.57548 -1.16700 -1.36674 -0.4350 0.6419 -0.4253 -0.270
C 0.07142 -2.68113 0.32417 0.1999 -0.0430 0.0944 0.253
O 0.43680 -3.76935 0.72754 -0.0899 0.1540 0.0169 -0.682
O -0.08445 -1.62906 1.08079 -0.1745 -0.0469 -0.3373 -0.718
H -1.65517 -1.40361 -4.49942 -0.0009 0.0300 0.0097 0.490
H -0.97244 -3.79050 -4.10861 0.0104 0.0046 -0.0064 0.429
H -0.14427 -4.43965 -1.81546 -0.0083 -0.0072 -0.0023 0.477
C 2.39550 1.14973 4.04248 0.0949 0.2150 0.0526 -1.182
P 1.09505 0.08402 3.42956 -0.2397 0.1006 -0.3366 1.067
C -0.15079 0.00841 4.70661 -0.2050 -0.0166 0.1303 -1.274
C 1.82001 -1.53934 3.34570 0.1028 -0.2098 -0.2964 -1.178
O 0.52483 0.68629 2.16333 0.1320 0.2874 0.2709 -0.382
H 2.77605 0.78497 4.99684 -0.0001 -0.0177 -0.0055 0.406
H 2.01297 2.16261 4.17143 0.0039 -0.0058 -0.0025 0.301
H 3.21134 1.17310 3.31919 -0.0144 -0.0073 0.0006 0.355
H 0.27921 -0.31430 5.65504 0.0080 -0.0126 -0.0063 0.418
H -0.92387 -0.69949 4.40514 0.0123 0.0088 -0.0181 0.326
H -0.60395 0.99172 4.83251 0.0060 0.0019 -0.0066 0.348
H 2.19322 -1.82495 4.33013 0.0076 0.0335 0.0017 0.394
H 2.64191 -1.53901 2.62772 0.0197 0.0337 0.0435 0.360
H 1.08686 -2.25366 2.98058 -0.0567 -0.0640 0.0648 0.257
C 2.34568 5.57041 -0.36953 0.1118 0.0161 -0.1226 -1.174
Ge 1.22541 5.42412 1.20807 -0.1137 -0.1301 -0.1342 0.602
C 2.17768 6.04115 2.78278 0.1138 0.1161 0.1890 -1.190
C -0.40968 6.44504 0.96316 -0.1333 0.1190 0.0049 -1.237
C 0.79602 3.52430 1.47834 0.0047 -0.0602 0.1756 -0.846
Se -0.26056 2.78433 0.03207 0.0775 -0.5251 -0.7359 0.349
C -1.98897 3.08584 0.82920 -0.0503 -0.0076 -0.0143 -0.775
H 2.51771 6.61866 -0.61628 0.0276 -0.0082 0.0049 0.376
H 1.87299 5.09447 -1.22897 -0.0070 -0.0116 0.0132 0.402
H 3.31149 5.09434 -0.19555 0.0093 0.0082 -0.0379 0.352
H 2.46364 7.08707 2.66425 0.0084 -0.0025 0.0238 0.366
H 3.08619 5.45871 2.94109 -0.0048 -0.0017 0.0123 0.351
H 1.55160 5.95999 3.67229 0.0174 -0.0026 0.0086 0.357
H -0.16758 7.48699 0.74966 -0.0030 0.0017 0.0248 0.382
H -1.02475 6.41670 1.86373 -0.0304 0.0073 -0.0255 0.360
H -0.99205 6.06362 0.12387 0.0073 -0.0169 0.0017 0.395
H 0.25451 3.34490 2.40720 0.0696 0.0059 0.0444 0.358
H 1.71506 2.93942 1.51318 0.0157 0.0145 0.0211 0.305
H -2.14095 4.15619 0.93908 -0.0320 0.0125 0.0079 0.326
H -2.01893 2.59203 1.79817 -0.0567 -0.0203 -0.0142 0.195
H -2.70330 2.65510 0.13276 -0.0076 -0.0107 0.0509 0.333
```
Positions in Å, forces in eV/Å.

F_max values (in hartree/bohr) by entry order: 0.076; 0.162; 0.042.
DFT total energy values (in eV) by entry order: -57682.950; -65366.218; -162336.827.